# C27H58F6N6O13P

A cluster of 10 separate species, C27H58F6N6O13P in total (ωB97M-V with the def2-TZVPD basis set, the Open Molecules 2025 dataset).

LUMO level = 2.10 eV
relative energy (zero: lowest compared OMol25 entry of this formula, charge and spin) = 0.1455 eV
frontier orbital gap = 9.27 eV
E_HOMO = -7.17 eV
calculated total energy = -90101.3982 eV
net charge = -1

Last column: Mulliken charge in e.
Atoms and positions in Å:
P1 10.8600 -17.1694 1.5591  1.4302
F1 9.4165 -17.7871 1.9306  -0.3498
F2 10.3406 -16.8349 0.0497  -0.4425
F3 10.3517 -15.7380 2.1036  -0.5535
F4 12.3034 -16.5816 1.1753  -0.1918
F5 11.3574 -17.5475 3.0764  -0.1965
F6 11.3778 -18.6261 1.0757  -0.3692
C1 8.4495 -19.8346 -1.0195  -0.3585
O1 8.3247 -19.9443 -2.4356  -0.5221
H1 8.8104 -20.7135 -0.4875  0.3972
H2 8.8967 -18.8836 -0.7240  -0.1001
H3 7.4484 -19.7092 -0.5829  0.3131
H4 8.9860 -20.5869 -2.7051  0.2882
C2 11.5474 -13.7386 -1.5590  -0.9143
C3 10.9515 -12.8976 -2.6569  0.3967
C4 10.2377 -13.7526 -3.7015  -0.4354
O2 8.8557 -13.4011 -3.5536  -0.3696
C5 8.7565 -12.2812 -2.7926  0.6848
O3 7.7780 -11.6060 -2.7658  -0.5649
O4 9.9392 -11.9882 -2.2288  -0.3088
H5 12.0555 -13.0967 -0.8269  0.3588
H6 12.2834 -14.4599 -1.9116  0.4957
H7 10.8560 -14.2960 -0.9169  -0.0802
H8 11.7739 -12.3085 -3.0636  0.2376
H9 10.4420 -14.8194 -3.6541  0.2606
H10 10.4967 -13.4359 -4.7181  0.2656
C6 10.5113 -12.4538 1.9633  -0.0493
C7 9.7069 -11.3995 1.2351  1.3743
C8 8.3904 -10.9438 1.9309  0.1251
O5 8.6373 -9.5966 2.2736  -0.4085
C9 9.7223 -9.1369 1.5974  0.4747
O6 10.0475 -7.9973 1.5610  -0.5648
O7 10.4030 -10.1474 1.0482  -0.4608
H11 9.8447 -13.1167 2.5098  -0.3776
H12 11.2851 -12.0255 2.5995  0.4800
H13 11.0065 -13.0826 1.2228  -0.4001
H14 9.4474 -11.6820 0.2180  -0.5191
H15 8.2188 -11.6446 2.7419  -0.0792
H16 7.6434 -11.0708 1.1495  0.3549
C10 16.9600 -15.5084 0.3189  0.0724
O8 17.9240 -16.1922 0.6033  -0.6011
N1 15.6893 -15.9371 0.2575  0.1998
C11 14.6016 -15.0185 0.0369  -0.6123
C12 15.3712 -17.2566 0.7662  -0.6964
H17 17.0752 -14.4250 0.1478  0.2850
H18 14.8410 -14.0248 -0.3386  0.3729
H19 14.0259 -14.8209 0.9518  0.2036
H20 13.8329 -15.4536 -0.6040  -0.0235
H21 14.3721 -17.6009 0.5273  0.1290
H22 16.0684 -17.9780 0.3329  0.3764
H23 15.5616 -17.2888 1.8389  0.1842
C13 8.4672 -15.0425 6.9241  0.2048
O9 7.3309 -15.2114 7.3245  -0.6172
N2 8.7684 -14.7620 5.6302  0.1651
C14 10.0759 -14.2750 5.2592  -0.5576
C15 7.7751 -14.8631 4.5802  -0.8681
H24 9.3732 -15.0538 7.5476  0.2945
H25 10.5663 -14.8838 4.4957  -0.0362
H26 10.7192 -14.2684 6.1406  0.3132
H27 10.0084 -13.2474 4.8908  0.2884
H28 7.5907 -13.8953 4.1078  0.2300
H29 8.1396 -15.5913 3.8546  0.1961
H30 6.8185 -15.1642 4.9968  0.3366
C16 7.2026 -14.6756 0.5701  0.9768
O10 7.0173 -13.6438 1.1920  -0.7778
N3 6.2547 -15.3785 -0.0821  0.0992
C17 6.6308 -16.4341 -1.0183  -0.7069
C18 4.8962 -14.8936 -0.1868  -1.1348
H31 8.2093 -15.0581 0.3282  -0.1205
H32 5.9365 -17.2579 -0.8562  0.2969
H33 7.6944 -16.6236 -1.0661  0.0573
H34 6.3473 -16.0557 -2.0137  0.3419
H35 4.7622 -14.0295 0.4600  0.3140
H36 4.7378 -14.5373 -1.2087  0.3485
H37 4.1926 -15.6687 0.1154  0.3346
C19 7.8954 -20.7371 4.2268  0.2139
O11 7.5483 -21.8597 3.9166  -0.6450
N4 8.4998 -20.3907 5.3851  0.1188
C20 8.8981 -19.0167 5.6078  -0.6296
C21 8.6865 -21.3290 6.4763  -0.9481
H38 7.7547 -19.8383 3.6014  0.2993
H39 8.1534 -18.3479 6.0507  0.3486
H40 9.3165 -18.5015 4.7413  -0.0279
H41 9.7368 -19.0794 6.3076  0.2790
H42 8.4707 -22.3333 6.1327  0.3393
H43 9.7047 -21.2220 6.8531  0.2964
H44 8.0263 -21.0312 7.2966  0.3300
C22 12.2255 -18.2521 -2.3178  0.6319
O12 12.3307 -17.3666 -3.1541  -0.7479
N5 12.9564 -19.3864 -2.3933  0.1213
C23 13.8687 -19.6541 -3.4670  -1.0158
C24 12.8685 -20.3980 -1.3518  -0.7862
H45 11.6324 -18.1882 -1.4005  0.0139
H46 13.6391 -19.0486 -4.3420  0.3232
H47 13.7511 -20.6943 -3.7751  0.3337
H48 14.9182 -19.4625 -3.2317  0.2969
H49 13.6315 -20.2536 -0.5777  0.2258
H50 11.8987 -20.3530 -0.8575  0.1961
H51 13.0275 -21.3912 -1.7710  0.3785
C25 12.9136 -16.7830 5.8113  0.1444
O13 12.5659 -16.9337 6.9682  -0.6727
N6 13.8883 -15.9449 5.3924  0.2030
C26 14.1505 -15.7995 3.9603  -0.8701
C27 14.6773 -15.1325 6.3035  -1.0771
H52 12.4631 -17.3117 4.9597  0.3737
H53 14.4465 -14.7610 3.8002  0.3361
H54 13.2910 -16.0028 3.3262  -0.0572
H55 14.9678 -16.4815 3.7193  0.4531
H56 14.3506 -14.0941 6.2436  0.3185
H57 14.5345 -15.4613 7.3305  0.3513
H58 15.7198 -15.3354 6.0514  0.3610

Force components x, y, z for each atom (eV/Å):
-0.6 -0.9 0.6
-0.2 -0.1 -0.3
0.0 0.1 0.2
0.3 0.3 -0.3
0.2 0.5 0.2
0.2 0.3 -0.3
-0.1 -0.1 -0.3
-1.6 0.9 0.7
0.3 -0.5 0.4
0.6 0.0 -0.3
0.8 -0.4 -0.1
-0.2 -0.2 -0.4
0.0 0.1 -0.3
0.1 0.3 1.7
0.6 -1.0 0.0
0.1 0.7 -1.2
0.1 -0.4 0.5
0.0 -0.1 -1.2
0.0 -0.1 0.7
0.0 0.2 0.5
0.1 0.1 -0.3
-0.1 0.1 -0.4
-0.4 -0.1 -0.5
-0.2 0.1 -0.3
-0.4 -0.1 0.5
0.2 0.0 0.1
0.2 -0.1 -0.7
-0.7 0.5 -0.2
1.2 -1.3 -1.3
-0.3 0.2 0.1
-0.1 -0.5 0.6
0.1 0.5 -0.1
0.3 -0.2 0.1
0.0 0.0 0.1
-0.2 0.1 0.2
0.2 0.0 0.1
0.2 -0.5 0.1
-0.4 0.6 0.5
-0.6 0.5 0.5
0.3 0.3 0.3
0.1 -0.2 0.0
-0.4 0.4 -0.2
-1.5 0.2 0.5
0.9 -0.7 -0.2
-0.2 0.0 -0.3
0.7 -0.3 -0.2
0.3 -0.1 0.2
0.3 -0.1 -0.3
-0.2 0.5 0.0
0.0 0.1 0.0
-0.3 -0.1 0.1
-0.3 0.6 -0.8
0.2 -0.4 0.4
0.1 -0.1 0.2
0.3 0.0 0.2
-0.1 0.1 0.1
-0.1 0.0 0.3
-0.2 -0.1 -0.1
0.0 0.0 0.0
0.0 0.0 0.0
0.3 0.0 -0.2
-0.2 0.1 -0.3
0.1 -0.3 0.1
0.2 0.4 -1.1
0.0 -0.1 0.4
0.5 -0.2 0.3
-1.5 1.2 -0.7
0.3 0.4 0.2
0.0 -0.1 0.5
0.7 -0.6 0.2
0.1 -0.4 0.5
0.2 -0.1 0.0
0.1 -0.1 0.1
-0.3 -0.3 0.0
-0.1 0.0 -0.3
0.2 0.2 0.3
-0.1 -0.1 -0.1
-0.2 0.2 -0.4
0.9 0.4 0.6
-0.1 0.7 0.0
0.0 -0.2 -0.3
-0.3 -0.3 0.0
-0.2 -0.4 -0.3
-0.1 0.3 0.1
0.0 -0.1 0.0
0.1 -0.3 -0.1
-0.1 -0.3 0.0
1.0 0.2 -0.5
-0.5 0.2 0.2
-0.2 -0.7 0.5
0.0 0.0 -0.8
0.1 0.2 0.4
-0.3 0.1 -0.1
-0.2 0.2 0.2
0.2 -0.1 0.1
0.0 -0.1 0.3
0.0 0.0 -0.1
0.0 0.0 0.0
-0.2 0.0 -0.1
0.1 0.2 -0.1
0.0 -0.1 0.2
-0.7 0.0 -0.1
0.4 0.1 0.7
-0.3 -0.8 0.0
-0.1 -0.1 0.1
0.1 -0.1 -0.2
-0.1 -0.2 0.2
0.1 0.2 -0.4
0.5 0.2 -0.1
-0.2 -0.2 -0.1
0.1 0.7 0.0